Record 1
Density functional theory data (wB97M-V/def2-TZVPD) for a structure of composition C7H15InO7 in a non-equilibrium geometry.

Output
Energy above the lowest of the compared OMol25 structures with the same formula, charge and spin: 5.5 kJ/mol
Frontier orbital gap (alpha / beta): 0.3725 / 0.3210 Eh
Energy: -992.20768 a.u.

ORCA input file:
```
! RIJCOSX wB97M-V def2-TZVPD def2/J DEFGRID3
* xyz 1 2
In 0.49 -0.78 0.60
C 4.61 0.44 0.56
O 3.33 -0.02 0.40
H 4.75 0.55 1.64
H 5.25 -0.40 0.27
H 4.95 1.34 0.05
C -0.95 -2.11 -3.84
O 0.22 -1.42 -4.24
C 1.29 -1.23 -3.36
O 1.28 -1.60 -2.17
O 2.23 -0.66 -4.00
C 3.57 -0.62 -3.51
H -1.82 -1.73 -4.37
H -1.10 -2.04 -2.77
H -0.85 -3.19 -3.98
H 4.00 0.22 -4.07
H 4.09 -1.55 -3.75
H 3.69 -0.53 -2.43
C -3.18 3.14 4.35
O -2.15 2.29 3.82
C -2.33 1.15 3.11
O -1.35 0.59 2.52
O -3.54 0.70 3.13
C -3.96 -0.43 2.32
H -2.81 3.90 5.03
H -3.89 2.52 4.91
H -3.66 3.70 3.55
H -4.56 -1.20 2.80
H -3.08 -0.98 1.98
H -4.52 -0.05 1.46
*
```

Mulliken population analysis, charges in e, atoms 1 to 4: 0.97 -0.57 -0.28 0.31

***

Record 2
Density functional theory data (wB97M-V/def2-TZVPD) for an isolated molecule of C7H15N in a non-equilibrium geometry.

Output
Energy above the lowest of the compared OMol25 structures with the same formula, charge and spin: 106.5 kJ/mol
Frontier orbital gap: 0.3666 Eh
Energy: -330.42734 a.u.

ORCA input file:
```
! RIJCOSX wB97M-V def2-TZVPD def2/J DEFGRID3
* xyz 0 1
C 2.85 -0.33 1.23
C 2.17 -0.23 0.10
C 2.67 0.47 -1.12
C 0.63 -0.82 0.01
N -0.19 0.32 -0.13
C -1.72 -0.12 -0.27
C -2.47 1.07 -0.85
C -2.33 -0.58 1.05
H 2.42 -0.78 2.11
H 3.87 -0.01 1.32
H 2.77 -0.24 -1.95
H 1.96 1.23 -1.43
H 3.65 0.93 -0.95
H 0.55 -1.44 -0.89
H 0.47 -1.44 0.91
H -0.12 0.90 0.70
H -1.75 -0.95 -0.99
H -2.00 1.38 -1.79
H -3.51 0.82 -1.06
H -2.45 1.91 -0.16
H -2.28 0.23 1.79
H -1.81 -1.45 1.45
H -3.38 -0.84 0.93
*
```

Mulliken population analysis, charges in e, atoms 1 to 4: -1.00 0.71 -1.22 -0.63

***

Record 3
Density functional theory data (wB97M-V/def2-TZVPD) for a cluster of 3 separate species, C7H15N in total in a non-equilibrium geometry.

Output
Energy above the lowest of the compared OMol25 structures with the same formula, charge and spin: 459.0 kJ/mol
Frontier orbital gap: 0.2884 Eh
Energy: -330.29307 a.u.

ORCA input file:
```
! RIJCOSX wB97M-V def2-TZVPD def2/J DEFGRID3
* xyz 0 1
C 0.30 -1.68 -1.74
C 2.05 -0.37 -1.49
N -0.10 -2.23 -0.57
H 0.39 -3.02 -0.16
H -0.64 -1.67 0.07
H 0.83 -2.37 -2.40
H 0.54 -0.53 -1.83
H 2.63 -0.46 -2.40
H 1.87 0.67 -1.22
H 2.50 -0.91 -0.66
C 0.24 0.78 1.93
C -1.08 0.61 1.23
C -1.33 1.38 0.01
C -2.00 -0.27 1.67
C -0.52 2.30 -0.51
H -2.28 1.17 -0.49
H 1.07 0.54 1.26
H 0.37 1.82 2.25
H 0.30 0.15 2.81
H -1.85 -0.85 2.57
H -2.94 -0.40 1.16
H 0.44 2.53 -0.08
H -0.78 2.82 -1.42
*
```

Mulliken population analysis, charges in e, atoms 1 to 4: -0.54 -1.10 -0.32 0.20

***

Record 4
Density functional theory data (wB97M-V/def2-TZVPD) for a cluster of 2 separate species, C7H15N in total in a non-equilibrium geometry.

Output
Energy above the lowest of the compared OMol25 structures with the same formula, charge and spin: 122.8 kJ/mol
Frontier orbital gap: 0.3852 Eh
Energy: -330.42114 a.u.

ORCA input file:
```
! RIJCOSX wB97M-V def2-TZVPD def2/J DEFGRID3
* xyz 0 1
H -0.63 0.22 -2.59
N -0.86 0.83 -1.81
C -1.02 0.23 -0.71
C -1.43 1.05 0.47
C -1.15 -1.30 -0.59
C -1.09 -1.85 0.82
H -2.44 0.79 0.78
H -0.76 0.86 1.31
H -1.38 2.11 0.22
H -2.11 -1.57 -1.05
H -0.35 -1.74 -1.19
H -0.16 -1.48 1.31
H -1.95 -1.55 1.41
H -1.04 -2.94 0.81
C 1.79 -0.39 0.94
C 1.76 0.25 -0.23
C 1.78 1.74 -0.38
H 2.00 -1.45 1.00
H 1.75 0.15 1.87
H 1.93 -0.30 -1.14
H 1.64 2.23 0.58
H 2.73 2.05 -0.81
H 0.99 2.05 -1.06
*
```

Mulliken population analysis, charges in e, atoms 1 to 4: 0.24 -0.75 0.80 -1.39

***

Record 5
Density functional theory data (wB97M-V/def2-TZVPD) for a structure of composition C7H15N in a non-equilibrium geometry.

Output
Energy above the lowest of the compared OMol25 structures with the same formula, charge and spin: 529.7 kJ/mol
Frontier orbital gap: 0.3729 Eh
Energy: -330.26616 a.u.

ORCA input file:
```
! RIJCOSX wB97M-V def2-TZVPD def2/J DEFGRID3
* xyz 0 1
C -1.46 1.78 2.04
C -0.50 1.52 0.76
C -1.21 0.50 -0.12
C -0.53 0.09 -1.42
C 0.87 -0.58 -1.52
C 1.04 -1.65 -0.50
C 1.16 -2.96 -0.76
N 0.89 0.71 1.29
H -2.30 2.37 1.66
H -0.89 2.41 2.76
H -1.77 0.87 2.63
H -0.54 2.50 0.17
H -2.14 0.99 -0.33
H -1.47 -0.34 0.47
H -0.64 1.05 -2.08
H -1.07 -0.60 -2.09
H 1.82 0.21 -1.43
H 1.01 -0.97 -2.64
H 1.17 -1.36 0.49
H 1.45 -3.66 -0.01
H 1.03 -3.40 -1.73
H 0.61 1.32 0.27
H 1.32 1.38 1.94
*
```

Mulliken population analysis, charges in e, atoms 1 to 4: -1.27 0.61 -1.02 -0.81

***

Record 6
Density functional theory data (wB97M-V/def2-TZVPD) for the ion C7H15N2O with charge +1 in a non-equilibrium geometry.

Output
Energy above the lowest of the compared OMol25 structures with the same formula, charge and spin: 232.4 kJ/mol
Frontier orbital gap: 0.3261 Eh
Energy: -460.18444 a.u.

ORCA input file:
```
! RIJCOSX wB97M-V def2-TZVPD def2/J DEFGRID3
* xyz 1 1
C -2.64 0.60 -0.29
C -1.78 -0.46 0.25
C -2.32 -1.80 0.45
C -0.39 -0.29 0.26
C 0.42 0.86 0.20
C -0.10 2.24 0.30
N 1.69 0.68 -0.04
C 2.56 -0.53 -0.03
N 2.40 -1.40 -1.12
O 3.84 0.06 -0.02
H -3.20 1.24 0.45
H -2.24 1.22 -1.05
H -3.65 0.18 -0.71
H -2.06 -2.29 1.47
H -3.42 -1.72 0.44
H -1.97 -2.40 -0.33
H 0.23 -1.25 0.44
H -1.20 2.34 0.31
H 0.36 2.81 -0.50
H 0.31 2.63 1.25
H 2.33 1.46 -0.31
H 2.34 -1.02 0.90
H 1.63 -2.02 -1.16
H 2.55 -0.97 -2.05
H 4.31 -0.17 0.90
*
```

Mulliken population analysis, charges in e, atoms 1 to 4: -1.78 0.99 -1.48 -0.21

***

Record 7
Density functional theory data (wB97M-V/def2-TZVPD) for the ion C7H15N2O2S with charge +1 in a non-equilibrium geometry.

Output
Energy above the lowest of the compared OMol25 structures with the same formula, charge and spin: 210.9 kJ/mol
Frontier orbital gap (alpha / beta): 0.1688 / 0.2334 Eh
Energy: -933.34536 a.u.

ORCA input file:
```
! RIJCOSX wB97M-V def2-TZVPD def2/J DEFGRID3
* xyz 1 3
C 3.40 -2.24 0.09
C 2.20 -1.82 -0.67
C -0.59 0.34 0.01
C -2.59 -1.13 0.09
C -2.68 1.12 -1.06
C 1.70 2.44 1.20
C -1.81 -0.10 -0.73
N 1.71 -0.67 -0.81
N -0.16 0.08 1.16
O 0.10 1.33 -0.70
O 2.35 0.39 -0.12
S 1.60 1.78 -0.47
H 3.15 -2.27 1.16
H 3.73 -3.22 -0.21
H 1.62 -2.57 -1.20
H -2.95 -0.69 1.02
H -1.98 -2.00 0.32
H -3.46 -1.46 -0.48
H -2.95 1.65 -0.15
H -2.15 1.80 -1.72
H -3.59 0.79 -1.54
H 2.70 2.23 1.57
H 0.97 1.96 1.84
H 1.54 3.52 1.16
H -1.48 -0.56 -1.67
H -0.68 -0.61 1.68
H 4.20 -1.51 -0.03
*
```

Mulliken population analysis, charges in e, atoms 1 to 4: -0.92 -0.01 0.49 -1.78

***

Record 8
Density functional theory data (wB97M-V/def2-TZVPD) for a structure of composition C7H15N2O3P in a non-equilibrium geometry.

Output
Energy above the lowest of the compared OMol25 structures with the same formula, charge and spin: 93.1 kJ/mol
Frontier orbital gap: 0.3753 Eh
Energy: -952.24862 a.u.

ORCA input file:
```
! RIJCOSX wB97M-V def2-TZVPD def2/J DEFGRID3
* xyz 0 1
C -1.59 0.78 0.07
C -2.19 -0.26 0.86
C -0.25 -0.37 -0.74
C -3.69 -0.39 0.46
C 0.09 -0.29 -2.15
C 2.31 -2.24 0.41
C 3.00 1.88 0.24
N -1.60 -1.64 0.55
N -0.64 -1.63 -0.19
O 1.01 -0.06 1.81
O 2.38 -0.93 -0.11
O 1.76 1.38 -0.17
P 1.17 0.02 0.36
H -2.10 1.20 -0.75
H -0.87 1.46 0.67
H -2.16 -0.20 1.89
H -4.19 -1.40 0.66
H -3.80 -0.13 -0.72
H -4.24 0.43 0.84
H -0.52 0.47 -2.60
H -0.16 -1.22 -2.55
H 1.24 -0.04 -2.32
H 1.71 -2.29 1.33
H 3.23 -2.60 0.64
H 1.92 -2.81 -0.36
H 3.88 1.10 0.12
H 2.97 2.19 1.34
H 3.31 2.86 -0.35
*
```

Mulliken population analysis, charges in e, atoms 1 to 4: -1.18 0.55 1.56 -1.38

***

Record 9
Density functional theory data (wB97M-V/def2-TZVPD) for a cluster of 2 separate species, C7H15N2O3S in total in a non-equilibrium geometry.

Output
Energy above the lowest of the compared OMol25 structures with the same formula, charge and spin: 148.0 kJ/mol
Frontier orbital gap: 0.2823 Eh
Energy: -1008.77754 a.u.

ORCA input file:
```
! RIJCOSX wB97M-V def2-TZVPD def2/J DEFGRID3
* xyz 1 1
C 1.57 0.59 1.15
C -1.62 1.56 -0.77
C 2.43 -2.42 0.06
C -3.15 -0.14 -1.62
C 2.21 -1.67 1.36
C -0.66 3.53 0.21
C -1.42 3.03 -0.78
N -2.11 3.80 -1.71
N 1.27 -0.64 1.18
O -0.78 0.83 -0.24
O -0.25 -2.65 1.63
O -2.68 1.24 -1.49
S -0.39 -1.13 1.04
H 0.86 1.40 1.08
H 2.57 0.80 1.26
H 2.51 -1.75 -0.81
H 3.35 -2.94 0.29
H 1.69 -3.25 -0.27
H -4.29 -0.32 -1.61
H -2.56 -0.64 -0.79
H -2.81 -0.54 -2.59
H 3.26 -1.30 1.75
H 1.87 -2.25 2.21
H -0.10 3.02 0.97
H -0.62 4.67 0.28
H -0.81 -2.64 2.49
H -2.55 4.59 -1.32
H -2.49 3.20 -2.38
*
```

Mulliken population analysis, charges in e, atoms 1 to 4: 0.35 0.70 -0.95 -0.38

***

Record 10
Density functional theory data (wB97M-V/def2-TZVPD) for a cluster of 2 separate species, C7H15N2OS in total in a non-equilibrium geometry.

Output
Energy above the lowest of the compared OMol25 structures with the same formula, charge and spin: 68.2 kJ/mol
Frontier orbital gap: 0.3455 Eh
Energy: -858.36650 a.u.

ORCA input file:
```
! RIJCOSX wB97M-V def2-TZVPD def2/J DEFGRID3
* xyz 1 1
C -4.08 0.46 -0.14
C 2.02 -1.60 0.39
C 2.49 -0.68 1.53
C 2.22 -0.83 -0.94
C 2.00 0.72 1.31
C 1.15 0.25 -1.07
C 1.44 1.26 0.06
N -5.03 0.57 -1.08
N -2.88 0.11 -0.39
O -0.71 0.15 0.98
S 0.15 1.31 1.42
H 2.58 -2.62 0.53
H 0.97 -1.84 0.41
H 2.26 -1.24 2.46
H 3.57 -0.48 1.70
H 3.23 -0.40 -1.08
H 2.27 -1.49 -1.82
H -4.29 0.56 0.91
H 2.74 1.46 1.69
H 1.30 0.78 -1.95
H 0.10 -0.14 -0.87
H 1.85 2.26 -0.24
H -4.85 0.53 -2.08
H -5.91 0.87 -0.65
H -2.60 -0.15 -1.27
H -2.03 0.20 0.20
*
```

Mulliken population analysis, charges in e, atoms 1 to 4: 0.26 -0.47 -0.83 -0.84

***

Record 11
Density functional theory data (wB97M-V/def2-TZVPD) for a structure of composition C7H15N2Os in a non-equilibrium geometry.

Output
Energy above the lowest of the compared OMol25 structures with the same formula, charge and spin: 141.5 kJ/mol
Frontier orbital gap (alpha / beta): 0.2375 / 0.2750 Eh
Energy: -475.42690 a.u.

ORCA input file:
```
! RIJCOSX wB97M-V def2-TZVPD def2/J DEFGRID3
* xyz 1 5
C -2.01 -0.38 -1.96
Os 1.49 -0.49 0.17
N 1.63 0.67 -1.44
H 0.03 -0.90 0.94
H -2.88 0.24 -2.14
H -2.30 -1.41 -1.63
H -1.18 -0.08 -1.23
H -1.42 -0.58 -2.89
H 2.58 0.89 -1.72
H 1.19 1.53 -1.13
H 1.14 0.49 -2.31
C 3.70 2.42 4.81
C 2.90 1.80 3.66
C 3.33 0.62 3.06
C 2.59 0.04 2.00
N 1.41 0.64 1.69
C 0.99 1.85 2.19
C 1.74 2.41 3.22
H 4.63 1.85 5.01
H 3.98 3.48 4.59
H 3.11 2.50 5.75
H 4.23 0.15 3.42
H 2.91 -0.94 1.54
H 0.06 2.29 1.81
H 1.36 3.31 3.67
*
```

Mulliken population analysis, charges in e, atoms 1 to 4: -0.67 0.73 -0.76 -0.14

***

Record 12
Density functional theory data (wB97M-V/def2-TZVPD) for a structure of composition C7H15N2S in a non-equilibrium geometry.

Output
Energy above the lowest of the compared OMol25 structures with the same formula, charge and spin: 252.2 kJ/mol
Frontier orbital gap: 0.3540 Eh
Energy: -783.10692 a.u.

ORCA input file:
```
! RIJCOSX wB97M-V def2-TZVPD def2/J DEFGRID3
* xyz 1 1
C 2.55 -0.85 1.31
C 1.50 -1.49 2.15
C 1.17 -1.26 -0.42
C 1.17 -1.84 -1.80
C -2.31 0.74 -0.59
C -0.79 2.07 0.85
C -1.04 0.68 0.21
N 2.39 -0.75 0.03
N 0.20 0.36 -0.56
S 0.39 -2.19 0.86
H 3.50 -0.52 1.69
H 1.96 -2.45 2.58
H 1.09 -1.12 3.07
H 1.92 -2.64 -1.83
H 1.42 -1.20 -2.54
H 0.17 -2.41 -1.99
H -3.08 0.93 0.21
H -2.22 1.59 -1.38
H -2.59 -0.06 -1.14
H -1.65 2.56 1.38
H -0.58 2.60 0.03
H 0.04 2.16 1.51
H -1.19 -0.04 1.03
H 0.96 1.03 -0.44
H 0.12 0.29 -1.55
*
```

Mulliken population analysis, charges in e, atoms 1 to 4: -0.24 -0.58 1.18 -1.50